The following is a quantum chemistry calculation of 8 unconnected molecules or ions with the total composition C39H101N7O12, from the OMol25 dataset.

The LUMO energy comes out at 0.59 eV. As for the SMILES: COC[C@H](C)N.COC[C@H](C)N.COC[C@H](C)N.COCCNCCOC.COCCNCCOC.COCCNCCOC.COCCNCCOC.CC(C)O. The value obtained for the gap between HOMO and LUMO is 9.0 eV. The calculation puts the strongest force on any atom at 0.050 Eh/bohr. Its energy above the lowest of the compared OMol25 structures with the same formula, charge and spin is 0.0 kJ/mol. As for the HOMO energy: -8.4 eV.

Geometry as XYZ:
```
159
Properties=species:S:1:pos:R:3:forces:R:3:lowdin_charge:R:1
C 17.233464 -14.093989 5.940846 -0.35 0.18 0.23 -0.11
O 17.797178 -14.651711 7.106987 0.03 -0.25 -0.11 -0.19
C 18.977860 -14.055039 7.621461 0.13 -1.30 -0.26 -0.19
C 20.167631 -13.990783 6.655547 0.56 1.04 0.63 -0.42
C 21.459042 -13.930260 7.472517 -0.11 0.38 0.66 -0.07
N 20.162649 -12.822570 5.746604 -0.34 -1.17 -0.30 0.05
H 16.327233 -14.659151 5.723547 -0.01 -0.01 0.06 0.07
H 17.874143 -14.172185 5.058402 0.07 0.01 0.03 0.08
H 16.955646 -13.049218 6.113774 0.14 0.03 -0.28 0.06
H 18.749661 -13.097478 8.104504 0.19 0.15 -0.10 0.13
H 19.290918 -14.803524 8.357361 -0.15 0.40 0.42 0.11
H 20.194674 -14.925627 6.091822 -0.22 0.16 -0.33 0.14
H 21.359573 -13.186554 8.276139 -0.04 0.08 -0.13 0.07
H 22.283176 -13.591130 6.849940 0.06 -0.24 -0.09 0.06
H 21.703121 -14.856419 7.996781 0.00 -0.13 -0.27 0.07
H 19.893501 -11.974792 6.234715 -0.05 -0.07 0.12 0.05
H 19.382475 -13.028644 5.134409 0.10 0.69 -0.34 0.03
C 13.789157 -12.074780 -1.797302 0.32 0.65 -0.26 -0.12
O 14.770745 -12.794377 -1.103060 0.13 -0.35 -0.06 -0.19
C 14.489110 -12.950174 0.271969 -0.73 0.43 0.09 -0.22
C 15.150998 -14.197096 0.764466 1.52 -1.31 -0.25 -0.43
C 14.732181 -14.696004 2.134223 -0.18 1.06 0.38 -0.06
N 16.631194 -14.049317 0.676279 -0.34 0.37 0.03 0.04
H 14.072397 -12.070514 -2.849560 -0.07 -0.16 0.00 0.09
H 13.784268 -11.021249 -1.481911 -0.21 -0.09 0.11 0.09
H 12.787474 -12.501676 -1.688061 0.02 -0.06 0.08 0.09
H 14.804475 -12.053639 0.826061 0.17 -0.13 0.06 0.13
H 13.397527 -13.022341 0.399102 0.08 -0.16 0.09 0.12
H 14.924823 -15.020277 0.069265 -0.68 0.32 -0.11 0.14
H 15.148585 -15.681088 2.334287 -0.32 -0.19 -0.12 0.08
H 13.640133 -14.649990 2.170115 -0.01 -0.64 0.04 0.06
H 15.044451 -14.066589 2.976819 0.22 0.18 -0.28 0.06
H 16.827254 -13.697520 -0.257223 0.10 0.08 0.06 0.06
H 17.052317 -14.972027 0.694712 0.00 0.01 0.16 0.07
C 29.717361 -13.969155 4.807674 0.33 0.78 -0.58 -0.12
O 28.664810 -13.034442 4.901255 -0.28 -0.02 0.41 -0.21
C 27.375534 -13.650041 4.956117 0.72 0.26 -0.42 -0.20
C 27.118698 -14.368590 6.281176 -0.79 -0.03 -0.71 -0.47
C 25.697486 -14.907886 6.259214 -0.38 -0.19 -0.79 -0.07
N 27.353795 -13.511307 7.426400 0.50 0.23 0.15 0.05
H 29.630545 -14.520019 3.863178 -0.09 -0.44 0.28 0.09
H 29.812451 -14.604930 5.688031 -0.10 -0.24 -0.10 0.08
H 30.629588 -13.376539 4.707863 -0.01 -0.06 0.18 0.09
H 26.664021 -12.833567 4.812536 -0.05 -0.04 0.08 0.13
H 27.321443 -14.316482 4.082847 -0.33 -0.17 0.20 0.12
H 27.743382 -15.265892 6.277820 0.34 0.23 0.54 0.13
H 25.405649 -15.423058 7.170952 0.15 0.00 0.07 0.08
H 25.634956 -15.599787 5.411140 -0.04 -0.23 0.25 0.08
H 24.925472 -14.171596 6.010631 0.23 0.32 0.33 0.07
H 26.743134 -12.699059 7.372554 -0.27 -0.21 0.01 0.08
H 28.274300 -13.088324 7.322586 0.05 -0.19 0.10 0.07
C 25.063198 -4.980590 10.357151 0.33 -0.18 -0.56 -0.13
O 24.043272 -5.731376 10.962465 -0.20 0.03 -0.01 -0.19
C 24.417820 -7.086538 11.192432 0.61 0.96 -0.04 -0.23
C 23.501794 -7.663732 12.229447 -0.52 -1.10 0.03 -0.20
N 22.183420 -8.068357 11.713702 0.44 0.48 -0.80 -0.05
C 22.235605 -9.308946 10.950856 -0.04 -0.97 1.14 -0.24
C 21.028590 -9.504332 10.073134 0.10 -0.34 0.30 -0.25
O 21.091195 -8.602811 9.000324 -0.20 0.34 -0.13 -0.18
C 19.967285 -8.717987 8.157277 0.04 -0.64 -0.16 -0.10
H 25.536580 -5.550151 9.543653 0.00 0.02 0.08 0.09
H 25.850827 -4.689727 11.062741 -0.08 -0.08 0.10 0.09
H 24.653273 -4.082537 9.898193 -0.22 0.01 0.21 0.08
H 25.466766 -7.098389 11.523115 -0.09 -0.10 0.19 0.12
H 24.391000 -7.645652 10.248365 -0.16 -0.05 0.04 0.12
H 23.310085 -6.993359 13.064294 0.41 0.25 -0.04 0.12
H 23.994758 -8.564842 12.613426 -0.15 0.06 0.20 0.12
H 21.889311 -7.325709 11.081714 -0.13 -0.03 0.08 0.11
H 22.239078 -10.108139 11.710921 -0.28 -0.03 -0.15 0.12
H 23.158723 -9.555246 10.402634 -0.04 0.71 -0.34 0.12
H 20.099234 -9.347396 10.638740 0.08 0.10 0.10 0.13
H 21.014877 -10.557513 9.748916 0.01 0.13 -0.30 0.12
H 19.920147 -7.865400 7.484424 0.10 0.06 0.06 0.09
H 19.031093 -8.804018 8.724341 0.04 0.22 0.08 0.08
H 20.053291 -9.640133 7.567113 -0.10 0.10 -0.14 0.08
C 17.774319 -19.953601 13.465616 0.16 0.26 -0.51 -0.11
O 16.704669 -19.725279 12.565634 0.05 0.40 0.49 -0.21
C 16.379014 -18.328793 12.414958 -0.62 -1.14 -0.01 -0.21
C 17.406824 -17.617130 11.586689 0.86 -0.79 -0.74 -0.21
N 17.375493 -18.205884 10.227396 -0.04 0.69 0.29 -0.05
C 18.447387 -17.726753 9.343947 -1.36 -0.83 -0.52 -0.20
C 19.727671 -18.501603 9.448974 1.13 1.16 0.07 -0.22
O 20.388121 -18.121209 10.649828 -0.12 -0.06 0.45 -0.21
C 21.500477 -18.929073 10.952014 -0.14 -0.17 -0.22 -0.12
H 17.650125 -20.945674 13.890305 0.08 -0.08 -0.02 0.09
H 17.806783 -19.210360 14.268816 -0.15 -0.04 0.06 0.09
H 18.720306 -19.875859 12.916845 0.14 -0.20 0.23 0.08
H 16.193409 -17.900480 13.404389 0.20 0.19 -0.02 0.12
H 15.429234 -18.419611 11.884673 -0.01 0.58 -0.08 0.12
H 18.415516 -17.820300 11.967398 -0.14 0.43 0.55 0.10
H 17.268243 -16.538222 11.539429 -0.22 0.02 -0.03 0.12
H 17.491513 -19.206016 10.348282 -0.18 -0.05 -0.02 0.10
H 18.555867 -16.648732 9.440508 0.33 0.00 0.27 0.11
H 18.064512 -17.866223 8.325021 0.20 0.03 -0.05 0.12
H 20.380674 -18.184723 8.617025 -0.07 -0.37 -0.09 0.12
H 19.596200 -19.588430 9.410259 -0.23 -0.01 -0.02 0.13
H 22.201307 -18.927039 10.108567 0.07 -0.19 0.08 0.09
H 21.170509 -19.951722 11.178609 0.16 -0.05 -0.17 0.09
H 22.010416 -18.549329 11.834026 -0.11 0.23 0.00 0.09
C 16.005206 -5.453921 7.152874 -0.93 0.45 -0.68 -0.13
O 15.454194 -6.503355 7.893607 0.27 -0.55 0.66 -0.20
C 15.963346 -7.778655 7.465284 0.72 2.32 -0.10 -0.21
C 15.685542 -8.800546 8.510507 -1.07 -2.21 -0.76 -0.18
N 15.756375 -10.162368 7.908541 -0.39 0.15 -0.27 -0.06
C 15.643287 -11.187186 8.970200 1.45 0.59 -0.36 -0.19
C 14.972452 -12.475449 8.603542 -0.75 -0.32 0.51 -0.19
O 13.559688 -12.414368 8.434751 -0.23 0.89 -0.82 -0.23
C 12.799786 -12.742028 9.570256 0.67 -1.42 0.28 -0.11
H 17.093315 -5.499891 7.070358 0.07 0.09 0.24 0.09
H 15.641445 -4.526167 7.595368 0.42 0.00 0.24 0.09
H 15.583274 -5.424990 6.130981 0.25 -0.27 0.01 0.09
H 17.049886 -7.642131 7.365899 0.01 -0.34 -0.22 0.11
H 15.545119 -7.872499 6.455578 -0.05 -1.12 0.13 0.13
H 14.657220 -8.705658 8.880997 0.21 0.54 0.41 0.13
H 16.403785 -8.884193 9.322790 0.01 0.91 0.12 0.12
H 15.024572 -10.245844 7.206703 -0.14 -0.14 0.19 0.08
H 15.305988 -10.757251 9.919977 -0.43 -0.06 -0.12 0.12
H 16.701883 -11.444499 9.127210 -0.17 -0.32 0.48 0.12
H 15.118421 -13.180876 9.429489 0.62 -0.19 -0.30 0.13
H 15.400606 -12.835321 7.666520 -0.03 -0.27 0.11 0.10
H 13.223785 -12.317991 10.485110 -0.42 0.48 -0.03 0.09
H 12.853150 -13.835507 9.732241 0.02 0.11 -0.04 0.09
H 11.747378 -12.544731 9.396446 0.06 0.57 0.04 0.09
C 12.642044 -9.985613 6.105902 0.23 1.49 0.34 -0.11
O 13.684492 -10.287387 5.205242 0.12 -0.48 0.17 -0.21
C 13.283316 -11.060594 4.070219 0.48 0.76 0.28 -0.19
C 12.822791 -12.430711 4.431830 -0.56 -1.14 0.88 -0.21
N 13.747378 -13.202384 5.282593 0.14 1.03 -1.62 -0.03
C 13.185580 -14.440094 5.843047 1.10 0.61 0.98 -0.18
C 12.190286 -15.209088 5.013285 0.12 -0.27 0.12 -0.23
O 10.913173 -14.615160 5.152980 0.07 0.03 -0.38 -0.19
C 10.049385 -14.920471 4.080113 0.08 -0.12 0.11 -0.11
H 12.269937 -10.800221 6.728024 -0.04 -0.27 -0.35 0.08
H 11.851111 -9.407311 5.610258 -0.26 -0.54 -0.14 0.10
H 13.063894 -9.237956 6.790732 0.06 -0.24 0.09 0.08
H 14.160426 -11.060478 3.426151 -0.06 -0.07 -0.10 0.10
H 12.456143 -10.522475 3.591085 0.05 -0.13 -0.24 0.13
H 12.652470 -12.995256 3.511999 -0.42 0.13 0.01 0.11
H 11.911156 -12.323947 5.038703 -0.43 -0.04 -0.75 0.12
H 13.981406 -12.489513 5.964007 0.25 -0.74 0.71 0.07
H 12.793595 -14.199952 6.839094 -0.50 -0.31 -0.14 0.11
H 14.054709 -15.074740 6.052108 -0.16 -0.24 -0.14 0.11
H 12.183592 -16.257574 5.347270 -0.18 0.13 0.29 0.13
H 12.492974 -15.308335 3.962486 -0.03 0.49 -0.04 0.10
H 10.529439 -14.731103 3.111856 0.03 0.01 0.03 0.08
H 9.176546 -14.277641 4.162602 -0.07 -0.05 0.06 0.09
H 9.745828 -15.972958 4.118143 -0.09 0.03 -0.08 0.09
C 18.444118 -9.316395 3.844252 0.69 0.35 1.11 -0.05
C 17.327445 -10.149158 4.451158 0.37 -0.55 -1.35 -0.48
C 16.870939 -11.207043 3.466764 -0.13 -1.04 -0.63 -0.07
O 17.822796 -10.801395 5.627786 -0.84 0.91 0.07 -0.08
H 18.133308 -8.664200 3.031845 -0.07 -0.12 -0.12 0.08
H 19.312943 -9.918096 3.567750 -0.29 -0.25 -0.34 0.08
H 18.849441 -8.702869 4.661326 -0.21 0.27 -0.22 0.07
H 16.475154 -9.484730 4.630776 0.03 -0.10 0.57 0.12
H 17.694140 -11.830298 3.095539 0.22 0.33 0.11 0.08
H 16.396831 -10.797262 2.568705 0.06 0.22 0.11 0.08
H 16.181457 -11.959842 3.867354 -0.13 0.41 0.35 0.06
H 17.182736 -10.508458 6.299145 0.27 -0.38 0.62 0.05
```
Positions in Å, forces in eV/Å.